1.
Computed, not measured: a molecular structure, C24H33MoN4O7PTe, with ωB97M-V with the def2-TZVPD basis set.

Cartesian coordinates (Å):
C 3.43743 2.53844 0.12417
C 1.31033 -3.23047 1.23826
C 0.50224 -0.80383 0.74426
C -5.09348 -0.42189 -0.48668
Mo -2.30250 -2.45377 0.79691
C 2.90093 -1.57426 0.74528
N 4.23142 2.14193 -1.03968
O -4.18612 -2.91526 0.88492
H 4.08993 -2.39164 2.42756
H -4.03377 -2.58611 3.85825
H 2.08772 1.98012 -3.54295
H 5.75506 2.78162 -2.34115
H 2.79333 5.64436 -1.90629
H 0.89477 2.01627 -1.50112
H -2.10119 -1.35983 3.14394
H 1.93557 -4.26737 -0.60683
H -5.19360 2.49528 2.07832
O 2.57946 -2.29333 -0.46951
C -2.81461 0.28552 -1.16021
O -6.09060 -2.87623 2.00607
H 2.74963 4.25541 -3.83592
C 3.48568 1.46893 -2.01455
H 3.46400 -4.58488 1.70945
C -6.33089 -0.10978 0.15577
N -2.93237 -1.33903 2.55525
H 4.10359 2.89651 0.88064
H 1.56974 -3.82455 2.08924
H 0.87684 3.60023 -2.36531
H 1.49955 -1.33968 2.53846
P 2.18359 3.81058 -0.33643
C 2.33738 -3.59518 0.10549
H 5.55125 3.72031 -0.85846
C -4.88518 -1.53880 -1.46465
C 4.06257 -2.47341 1.36961
C 1.54604 -1.70773 1.44487
O -0.75804 -1.10611 0.93018
O -0.66956 -3.45863 -0.09789
H -4.78096 -1.03406 3.49100
C -0.11719 -3.50756 1.02269
H 3.03044 -0.55935 0.55401
H -2.95230 0.90709 -2.04318
H 5.07034 -2.21205 0.82141
O -0.92259 -3.65861 1.97042
H -7.32342 1.17080 1.47588
Te -2.81048 -1.70683 -1.78365
H 4.05932 1.01722 -2.78684
N 2.53564 2.44117 -2.73560
H -2.97595 -0.32047 2.23063
C -6.34247 0.96407 1.03943
H 2.80481 0.72911 -1.52546
C -4.21846 -1.81866 3.10952
C -4.00498 0.45840 -0.28891
H 4.01339 5.50718 -0.65844
H 4.17218 3.07892 -3.93741
C 5.04377 3.22342 -1.63177
H -5.28941 -1.30537 -2.44455
C -5.24766 1.72249 1.36495
H -5.23927 -2.53142 -1.10305
H -3.13283 1.92523 1.01202
H 2.85820 1.79680 0.61848
H 4.35188 -4.23223 0.21906
O 0.84802 0.13970 0.07192
H -1.85910 0.52647 -0.64538
H -7.22247 -0.66684 -0.01827
C -4.93176 -2.54267 1.92989
N 4.13742 4.15523 -2.23879
C 3.34309 4.90510 -1.32336
C 3.61914 -3.87975 0.88504
C -4.04288 1.41702 0.72145
C 3.45245 3.60791 -3.33642
C 1.51796 2.89884 -1.83603

Cartesian forces, eV/Å:
C 0.181 1.260 -0.786
C -0.097 -0.483 -0.115
C 0.603 -0.596 -0.475
C -0.687 1.323 0.401
Mo 1.742 -1.422 0.868
C -0.157 -2.422 0.161
N 0.828 -1.007 0.356
O 1.794 0.623 -0.212
H 0.441 0.206 0.882
H -0.020 0.077 0.139
H 0.321 -0.039 0.408
H -0.233 0.235 0.045
H -0.276 0.061 0.153
H 0.667 0.918 -0.282
H -0.317 -0.239 0.466
H 0.054 -0.702 -0.787
H -0.566 0.728 0.825
O 0.347 -0.070 -0.160
C 1.085 1.011 0.286
O 1.426 0.719 -0.118
H 0.146 0.409 -0.288
C -1.730 -0.526 0.845
H 0.149 0.050 -0.312
C 2.464 0.155 -0.443
N 0.543 1.840 -1.017
H 0.448 0.527 0.473
H 0.126 0.017 0.902
H -0.212 0.041 -0.055
H 0.299 -0.930 -1.430
P -0.238 0.683 0.093
C -0.383 2.239 1.712
H 0.915 0.568 1.002
C -0.858 -0.873 -0.109
C 0.061 1.070 -2.654
C -0.320 0.381 1.678
O -1.056 0.276 0.379
O -0.771 0.267 -2.547
H -1.199 1.259 0.683
C 0.582 -0.327 -0.039
H 0.994 1.533 -0.564
H 0.289 0.073 -0.141
H -1.958 -0.249 1.522
O -1.300 0.679 1.870
H 0.408 0.138 0.088
Te 0.194 -0.369 -0.345
H 0.746 -0.410 -0.542
N 1.022 -0.604 -2.046
H -0.269 -1.606 0.511
C -2.053 -0.183 0.207
H 0.612 0.316 -0.485
C 1.353 -1.746 -2.006
C -0.689 -0.975 0.921
H -0.586 -0.589 -0.314
H -0.062 -0.013 -0.773
C -1.369 -1.195 -0.080
H -0.361 -0.123 -0.099
C 1.657 -1.130 -0.976
H 0.037 0.867 -0.400
H 0.051 0.321 -0.253
H -0.205 -1.420 -0.096
H 0.934 -0.819 -0.705
O -0.056 0.499 -0.045
H -0.560 -0.110 -0.501
H -0.383 -0.424 -0.082
C -2.832 -0.746 1.742
N 1.002 0.789 -1.882
C -0.096 0.911 0.905
C -0.411 0.170 0.378
C -0.316 0.097 -0.119
C -0.332 -1.078 1.967
C -1.560 0.091 1.414

Computed properties:
HOMO energy (spin up / spin down) = -13.7753 / -13.7754 eV
LUMO level (spin up / spin down) = -7.0 / -6.5 eV
2S+1 = 3
total charge = +2

***

2.
Computed, not measured: a gas-phase ion, C6H11N (charge -1), with ωB97M-V with the def2-TZVPD basis set.

Cartesian coordinates (Å):
H 2.17502 -1.65352 -0.48228
C 1.77579 -0.01449 0.73733
C -1.15725 0.19909 0.85330
H -2.40102 1.53311 2.05929
H 1.95113 -0.64248 1.61309
C 0.28140 -0.79775 -1.04829
N 1.64447 -0.70299 -0.51499
C -1.73145 1.55529 1.14413
H -0.78069 -0.25380 1.86785
H -1.71077 -0.08474 -1.23661
H -0.83912 2.38988 1.26345
H -2.30733 2.06825 0.37131
H -0.80295 -1.37448 -2.86745
C -0.88993 -0.18475 -0.40749
H 2.69836 0.63284 0.77333
C 0.06721 -1.36969 -2.28642
H 1.00604 -1.99468 -2.59116
H 1.02111 0.69489 0.75162

Cartesian forces, eV/Å:
H -1.508 2.126 -0.358
C 3.146 0.226 -0.234
C -0.684 0.742 3.911
H 0.951 0.401 -0.660
H -0.955 -0.108 0.254
C -1.580 0.569 0.268
N 0.022 -2.754 -0.262
C 0.585 1.395 1.117
H -0.167 0.501 -2.206
H 1.226 0.325 1.441
H -1.609 -1.512 0.309
H -0.208 -0.552 -0.436
H -1.150 -0.140 -0.330
C 0.932 -1.127 -3.580
H -0.230 -0.502 -0.510
C 4.658 -1.684 0.664
H -1.812 1.167 -0.288
H -1.618 0.927 0.900

Computed properties:
HOMO energy (spin up / spin down) = -0.0193 / -2.1481 eV
LUMO level (spin up / spin down) = 4.3 / 4.2 eV
2S+1 = 2
ΔE to the lowest compared entry with this formula, charge and spin = 206.2 kJ/mol
total charge = -1

***

3.
Computed, not measured: a molecular structure, C21H50Br3Cl2N3, with ωB97M-V with the def2-TZVPD basis set.

Cartesian coordinates (Å):
H 4.00856 -2.40046 1.25061
H 2.70920 -1.88320 3.28304
C -4.89395 0.93691 2.00448
H 2.78012 -3.25720 -1.97180
H 1.85016 3.77546 -3.54630
Br -1.25753 -3.90794 5.36835
H 0.42296 1.44844 1.25020
H -4.31161 1.82379 1.73086
H -3.95492 1.62449 -0.59459
H 4.10507 -1.11122 -1.65045
H 5.14756 -1.90537 -0.43553
Br -3.11410 -1.27796 5.95404
H 2.36429 2.86712 0.91975
H 1.21216 -2.14087 2.33262
Cl -0.44678 0.37562 3.73753
C -0.61820 1.09577 1.15958
H 2.83792 4.60861 1.18058
H 0.82129 3.35747 -0.81308
H 0.65080 -2.94478 -2.19555
C -2.96754 -2.51662 0.92132
C -4.26574 0.39094 -2.25355
H 3.53952 2.23326 -0.65005
H 1.96760 5.40267 -2.89669
H -2.00758 -0.16797 2.03754
H -4.24334 -0.68424 -2.51882
H -0.24483 -2.00981 -1.03524
H 1.98093 1.55455 -3.26974
C -3.58428 -1.68270 -0.24296
C 3.34106 -3.04801 -1.07745
H -0.37352 -0.88544 1.78546
H -2.89333 -1.64567 -1.10450
H -5.86576 1.32134 2.33463
C 2.03107 3.93085 0.83003
H -0.64271 -3.64001 -1.27837
C 2.24412 1.45936 -2.19749
H 1.15513 5.12133 -0.77274
C 2.49568 4.43320 -3.00073
H -2.97926 -3.58667 0.57011
H -2.39054 -2.31873 3.81713
C -0.90666 -0.04582 2.10884
C 3.26570 2.53794 -1.69351
H 3.65539 5.07974 -4.75384
H -3.89236 0.90933 -3.09796
H 2.74651 0.49515 -2.07802
H -0.88190 0.88681 0.14764
C 1.20577 -3.41327 -0.11025
C 3.02632 -2.79190 1.31472
H 4.21360 2.48683 -2.19841
H 0.65131 -3.40157 0.85073
C 1.57848 4.12589 -0.66723
H 5.19461 -2.37933 -2.08712
H 4.46029 5.30623 -3.18349
Br -4.34429 -3.78991 4.33990
H 4.28529 3.66764 -3.90828
H -3.64613 -2.37778 1.80705
N 2.41472 -2.63800 -0.04738
C -3.55271 0.68066 -0.92860
C 2.28086 -1.89625 2.25535
C 4.48706 -2.08071 -1.32646
H 1.30200 -4.52667 -0.23601
H -4.52693 -2.12638 -0.53244
H 3.79029 -4.04337 -0.87045
C 3.81002 4.65143 -3.72828
H 2.40463 -0.90995 1.88414
N 2.75979 3.94069 -1.68566
C 0.22061 -2.98258 -1.20439
C -2.71090 -2.80814 4.73101
Cl -1.52165 2.60794 1.50868
H -5.35291 -1.07484 1.23972
H 1.23807 4.15962 1.53021
N -3.81652 -0.31060 0.09991
H -1.90221 -2.25717 1.17219
H -5.84346 0.18659 0.18832
H -2.49659 0.79348 -1.15805
H -4.31677 0.49387 2.83258
C -4.99390 -0.08470 0.86426
H 3.10248 -3.87834 1.53347
H 1.31201 1.43621 -1.65578
H -5.30967 0.62487 -2.21933

Cartesian forces, eV/Å:
H 1.118 0.146 -0.088
H -0.306 -0.256 -0.593
C 0.705 -0.036 0.021
H -0.208 0.382 -0.598
H -0.584 -0.469 -0.728
Br -0.454 0.247 -0.123
H -0.275 -0.531 -0.284
H -0.084 -0.179 -0.311
H 0.321 0.431 0.402
H -0.017 0.046 0.165
H -0.838 -0.170 -0.541
Br 0.244 -0.957 -0.541
H -0.250 0.908 0.406
H 0.372 0.100 0.083
Cl 0.237 -0.092 0.750
C 1.133 1.110 0.668
H -0.113 -0.472 -0.725
H -0.369 0.139 -0.374
H 0.321 -0.033 -0.229
C -0.324 -0.339 -0.515
C -0.410 -1.576 0.219
H -0.331 0.494 -0.706
H 0.203 -0.435 -0.086
H 0.673 -0.410 0.337
H 0.230 0.449 0.131
H 0.368 0.282 0.230
H 0.254 0.078 0.481
C 1.423 0.128 0.182
C 1.017 -0.887 -0.078
H 0.694 -1.334 -0.374
H -0.304 -0.512 0.269
H 0.118 -0.455 0.073
C 0.886 -0.165 -0.983
H 0.090 -0.467 0.159
C 1.213 0.251 -0.843
H 0.042 -0.011 -0.387
C 0.081 1.428 0.251
H -0.037 0.854 0.701
H -0.005 -0.210 0.049
C -2.057 2.104 -0.683
C -1.532 -0.038 1.406
H -0.010 -0.243 0.861
H 0.715 0.731 -0.696
H -0.290 -0.040 -0.024
H 0.035 -0.555 -0.616
C -1.964 -1.079 -0.028
C -0.917 -0.358 -1.386
H 0.180 0.007 -0.609
H 0.421 0.468 -0.360
C 2.247 -0.545 0.201
H -0.096 -0.538 -0.390
H 0.380 0.214 0.382
Br 0.563 0.157 0.187
H 0.062 0.604 0.170
H 0.835 -0.387 -0.635
N 0.467 -0.320 0.982
C -0.802 -0.360 -0.895
C -0.151 -0.776 1.675
C 0.429 0.904 0.723
H 0.809 0.544 -0.094
H -0.277 -0.614 -0.401
H -0.134 0.093 0.358
C -0.429 -0.673 -1.838
H -0.175 1.048 -0.368
N -0.939 -0.768 2.855
C -0.408 0.411 0.098
C -0.360 0.806 0.430
Cl -0.292 -0.083 0.203
H 0.414 0.726 0.136
H -0.589 -0.381 -0.095
N 1.366 0.802 0.640
H -1.189 -0.113 -0.323
H 0.312 0.187 0.216
H 0.277 -0.045 0.348
H -0.439 0.136 0.002
C -2.147 -0.303 0.055
H -0.199 0.465 0.366
H -0.182 0.090 0.417
H -0.770 0.245 0.260

Computed properties:
HOMO energy = -8.2344 eV
LUMO level = -0.2 eV
2S+1 = 1
ΔE to the lowest compared entry with this formula, charge and spin = 0.0 kJ/mol